Below is a 7-piece molecular cluster, C36H91N5O12 overall in a non-equilibrium geometry, with properties calculated with the ωB97M-V functional and the def2-TZVPD basis.

Atoms and positions in Å:
C (4.64063, -5.01886, -5.79639)
O (4.18929, -6.28399, -5.27331)
C (3.11748, -6.02706, -4.30996)
C (2.63081, -7.36087, -3.70518)
N (2.10196, -8.27176, -4.72093)
C (1.38211, -9.39901, -4.10416)
C (0.89217, -10.35099, -5.13570)
O (1.98936, -11.09087, -5.72296)
C (1.72563, -12.10967, -6.65908)
H (3.70535, -4.54193, -6.08948)
H (5.18082, -5.09980, -6.73965)
H (5.22744, -4.45037, -5.07488)
H (2.26542, -5.54401, -4.78824)
H (3.49450, -5.38172, -3.51655)
H (2.03141, -7.11457, -2.82874)
H (3.47574, -7.89214, -3.26705)
H (2.88822, -8.69056, -5.19687)
H (0.56177, -8.94133, -3.55128)
H (1.91678, -9.93739, -3.32161)
H (0.41242, -9.76070, -5.91640)
H (0.14836, -10.96962, -4.63355)
H (1.00940, -12.83995, -6.28252)
H (2.59424, -12.75262, -6.80138)
H (1.34473, -11.69987, -7.59453)
C (-5.59002, -3.83220, -1.57033)
O (-5.60911, -2.69654, -2.45146)
C (-4.30498, -2.42470, -2.92662)
C (-4.19952, -1.18057, -3.80478)
N (-4.48833, -0.04458, -2.91471)
C (-4.84240, 1.10357, -3.72196)
C (-5.23804, 2.29099, -2.83275)
O (-6.46385, 2.06102, -2.15334)
C (-6.65362, 2.79417, -0.95409)
H (-4.90293, -3.67882, -0.73817)
H (-5.22157, -4.70483, -2.10964)
H (-6.56749, -4.16359, -1.21983)
H (-3.98025, -3.27489, -3.52649)
H (-3.55715, -2.39204, -2.13429)
H (-4.94880, -1.30110, -4.58718)
H (-3.23462, -0.97374, -4.26769)
H (-5.28576, -0.28618, -2.34389)
H (-5.62358, 0.82719, -4.43011)
H (-4.04571, 1.39105, -4.40805)
H (-5.36143, 3.24135, -3.35207)
H (-4.46676, 2.46805, -2.08315)
H (-6.86854, 3.83123, -1.21185)
H (-5.82975, 2.71102, -0.24527)
H (-7.49818, 2.36880, -0.41198)
C (5.22375, 3.41156, -9.74022)
O (4.25666, 3.69147, -8.71756)
C (4.87707, 4.12474, -7.52078)
C (3.77455, 4.39880, -6.45163)
N (2.90390, 5.53929, -6.81919)
C (1.60575, 5.50768, -6.10649)
C (0.54932, 6.51591, -6.50357)
O (-0.14091, 6.06694, -7.62452)
C (-1.29757, 6.90453, -7.93767)
H (4.73123, 3.15051, -10.67691)
H (5.86906, 2.58013, -9.45669)
H (5.87517, 4.26830, -9.91266)
H (5.50586, 4.97750, -7.77675)
H (5.59672, 3.41281, -7.11660)
H (4.30814, 4.65459, -5.53623)
H (3.20810, 3.50206, -6.20047)
H (2.69882, 5.58646, -7.80702)
H (1.87221, 5.67216, -5.06244)
H (1.21187, 4.49261, -6.15760)
H (0.99669, 7.50631, -6.58753)
H (-0.11150, 6.43497, -5.64052)
H (-2.00936, 6.96195, -7.11417)
H (-1.80298, 6.66321, -8.87278)
H (-0.93719, 7.90590, -8.17321)
C (4.46364, 4.04573, 2.32884)
O (5.20312, 3.41252, 3.34955)
C (4.69555, 3.71069, 4.63466)
C (5.45093, 2.83231, 5.68562)
N (5.47893, 1.43513, 5.38152)
C (4.13877, 0.82105, 5.42143)
C (4.20383, -0.69596, 5.12608)
O (4.57072, -0.89052, 3.73370)
C (4.65712, -2.20433, 3.30101)
H (4.52142, 3.33756, 1.50223)
H (4.89540, 4.99826, 2.02168)
H (3.45160, 4.31058, 2.63498)
H (3.63413, 3.47535, 4.71280)
H (4.76267, 4.79096, 4.76354)
H (4.97314, 2.87276, 6.66450)
H (6.47595, 3.18470, 5.80079)
H (5.94034, 1.30878, 4.49200)
H (3.53765, 1.25411, 4.62191)
H (3.71033, 0.99207, 6.40899)
H (3.24883, -1.16676, 5.35940)
H (4.93066, -1.22309, 5.74408)
H (3.72376, -2.75410, 3.42222)
H (5.46282, -2.62660, 3.90154)
H (4.95350, -2.24578, 2.25289)
C (-5.74617, -1.54621, 4.57135)
O (-4.61234, -1.00753, 5.21649)
C (-4.84635, -0.45114, 6.44668)
C (-3.49715, -0.18010, 7.15420)
N (-2.69535, -1.35511, 7.33693)
C (-3.15524, -2.17821, 8.41796)
C (-2.40352, -3.49642, 8.31159)
O (-2.58195, -4.17939, 7.06824)
C (-3.85631, -4.73840, 6.82311)
H (-6.08162, -2.42281, 5.12555)
H (-5.38734, -1.88465, 3.59934)
H (-6.65880, -0.95581, 4.48996)
H (-5.47655, -1.08851, 7.06694)
H (-5.41382, 0.47351, 6.34141)
H (-3.64421, 0.38491, 8.07465)
H (-2.84660, 0.50258, 6.60753)
H (-2.87942, -1.78646, 6.44242)
H (-4.23730, -2.30611, 8.38846)
H (-2.84167, -1.61268, 9.29543)
H (-2.68481, -4.17665, 9.11549)
H (-1.33827, -3.28395, 8.40210)
H (-4.75871, -4.13032, 6.75957)
H (-4.01845, -5.50580, 7.58000)
H (-3.79859, -5.25884, 5.86711)
C (-0.77935, 7.93650, 5.72571)
C (-0.51591, 8.26896, 7.22305)
C (-0.36687, 7.01084, 8.10633)
O (0.60193, 9.10495, 7.39280)
H (-1.37645, 7.04407, 5.53824)
H (0.16969, 7.81976, 5.20246)
H (-1.29856, 8.72924, 5.18712)
H (-1.36797, 8.81477, 7.62823)
H (-1.32037, 6.48336, 8.08008)
H (-0.21898, 7.25061, 9.15930)
H (0.40185, 6.32035, 7.75933)
H (0.32299, 9.96904, 7.08109)
C (-0.48542, 1.93709, 0.98462)
C (0.26414, 0.71948, 0.52256)
C (-0.23714, -0.57244, 1.19059)
O (0.17994, 0.62345, -0.85086)
H (-0.19058, 2.10349, 2.02071)
H (-1.54705, 1.69002, 0.98717)
H (-0.23627, 2.83547, 0.41986)
H (1.29740, 0.84554, 0.84598)
H (0.23286, -1.43245, 0.71353)
H (-1.31039, -0.75263, 1.12928)
H (-0.01881, -0.60901, 2.25787)
H (-0.73404, 0.53282, -1.13022)

**SMILES**: COCCNCCOC.COCCNCCOC.COCCNCCOC.COCCNCCOC.COCCNCCOC.CC(C)O.CC(C)O
**Electronic energy**: -70818.778 eV